Below is C43H44N5OP3ReSTe as an isolated structure, with properties calculated with the ωB97M-V functional and the def2-TZVPD basis.

Geometry as XYZ:
```
99
C43H44N5OP3ReSTe | the Open Molecules 2025 dataset | the ωB97M-V functional and the def2-TZVPD basis
Re 1.019 0.462 1.385
C -0.670 0.100 6.338
C 0.194 1.078 5.643
N 0.714 2.156 6.140
N 1.436 2.718 5.126
C 1.375 2.015 4.010
S 2.085 2.270 2.448
N 0.587 0.972 4.313
N 0.303 -0.028 3.356
H -0.821 0.438 7.361
H -0.204 -0.886 6.363
H -1.641 0.019 5.849
H 1.945 3.577 5.291
H -0.711 -0.205 3.356
H 0.783 -0.894 3.638
Te -2.950 -0.528 -2.299
C -2.748 1.070 -3.652
C -2.660 2.391 -3.227
C -2.499 3.377 -4.189
N -2.449 3.132 -5.497
C -2.580 1.871 -5.888
C -2.720 0.800 -5.010
C -1.055 -0.335 -1.321
P -1.110 0.334 0.289
C -2.229 -0.684 1.314
C -2.739 -0.137 2.502
C -3.582 -0.876 3.317
C -3.934 -2.174 2.959
C -3.449 -2.718 1.782
C -2.602 -1.976 0.963
C -1.855 1.983 0.470
C -3.250 2.100 0.470
C -3.842 3.348 0.572
C -3.057 4.487 0.703
C -1.673 4.380 0.731
C -1.077 3.133 0.606
P 0.368 -0.281 -2.232
C 0.222 -0.775 -3.925
C -0.283 -2.042 -4.241
C -0.363 -2.436 -5.562
C 0.052 -1.570 -6.571
C 0.549 -0.314 -6.262
C 0.638 0.089 -4.937
C 1.363 1.200 -2.143
C 2.747 1.152 -2.375
C 3.474 2.323 -2.459
C 2.830 3.553 -2.331
C 1.461 3.610 -2.129
C 0.724 2.436 -2.039
H -2.739 2.657 -2.181
H -2.419 4.419 -3.898
H -2.562 1.698 -6.958
H -2.790 -0.210 -5.392
H -2.547 0.906 2.743
H -4.001 -0.431 4.210
H -4.609 -2.744 3.582
H -3.743 -3.716 1.485
H -2.251 -2.416 0.038
H -3.875 1.219 0.390
H -4.920 3.431 0.556
H -3.525 5.458 0.785
H -1.061 5.265 0.839
H 0.006 3.078 0.579
H -0.620 -2.712 -3.459
H -0.749 -3.414 -5.813
H -0.013 -1.882 -7.604
H 0.867 0.355 -7.050
H 1.017 1.075 -4.704
H 3.243 0.201 -2.526
H 4.538 2.287 -2.648
H 3.402 4.468 -2.412
H 0.959 4.566 -2.063
H -0.350 2.478 -1.926
C 3.453 -0.450 0.595
P 1.756 -2.294 -0.423
C 0.360 -3.370 -0.177
C 3.129 -3.336 -0.870
O 1.533 -1.373 -1.677
H 4.212 -1.051 0.091
H 3.925 -0.017 1.477
H 3.211 0.365 -0.102
H 0.651 -4.206 0.458
H 0.076 -3.751 -1.161
H -0.483 -2.845 0.261
H 3.424 -3.953 -0.021
H 3.978 -2.753 -1.219
H 2.789 -3.982 -1.682
C 2.185 -1.255 0.999
C 2.389 -2.193 2.189
C 3.660 -2.481 2.679
C 3.823 -3.350 3.752
C 2.725 -3.952 4.345
C 1.450 -3.682 3.862
C 1.287 -2.812 2.794
H 4.538 -2.031 2.237
H 4.818 -3.559 4.121
H 2.860 -4.635 5.173
H 0.588 -4.160 4.309
H 0.286 -2.630 2.409
```

Values from the calculation:
* Kohn-Sham gap (alpha / beta): 5.26 / 5.24 eV
* max |F|: 0.580 eV/A
* charge: +3
* HOMO (alpha / beta): -14.779 / -14.781 eV
* spin multiplicity: 1

=====

Below is a 8-piece molecular cluster, C18H40Br8N4O5 overall, with properties calculated with the ωB97M-V functional and the def2-TZVPD basis.

Geometry as XYZ:
```
75
C18H40Br8N4O5 | the Open Molecules 2025 dataset | the ωB97M-V functional and the def2-TZVPD basis
C -0.717 0.785 0.132
N 0.252 -0.248 0.496
O 1.418 0.070 0.511
O -0.168 -1.262 1.019
H -0.178 1.628 -0.300
H -1.154 1.118 1.074
H -1.465 0.334 -0.520
C 5.030 -2.408 -4.864
N 4.493 -1.569 -3.805
C 4.608 -1.960 -2.596
C 3.950 -0.978 -1.589
O 5.003 -3.051 -2.205
H 6.058 -2.711 -4.665
H 5.110 -1.855 -5.800
H 4.349 -3.247 -5.001
H 4.532 -0.595 -4.070
H 4.496 -0.978 -0.646
H 2.916 -1.302 -1.473
H 3.931 0.022 -2.021
C 3.176 -5.657 4.594
N 1.947 -5.331 3.908
C 1.104 -4.359 4.285
C 0.053 -3.884 3.281
O 1.173 -3.921 5.446
H 3.228 -5.349 5.638
H 3.811 -5.012 3.987
H 3.528 -6.683 4.481
H 1.685 -5.788 3.046
H -0.619 -4.681 2.962
H 0.506 -3.410 2.410
H -0.595 -3.174 3.795
C -5.225 6.411 -0.980
N -4.532 5.525 -0.135
C -3.489 4.809 -0.594
C -2.781 3.934 0.381
O -3.033 4.812 -1.749
H -5.142 7.450 -0.663
H -6.290 6.185 -1.034
H -4.801 6.590 -1.968
H -4.644 5.627 0.864
H -3.181 2.938 0.188
H -2.899 4.191 1.434
H -1.713 3.773 0.240
Br -2.983 -1.337 1.791
C -4.684 -0.857 2.781
C -4.378 -0.055 4.042
Br -3.654 1.665 3.641
H -5.219 -1.786 2.980
H -5.197 -0.191 2.087
H -3.665 -0.686 4.573
H -5.200 0.175 4.720
Br 0.074 -1.847 -2.570
C 0.090 -3.517 -1.412
C -1.393 -3.727 -0.783
Br -1.648 -5.515 -0.139
H 0.857 -3.410 -0.644
H 0.406 -4.362 -2.024
H -2.227 -3.472 -1.437
H -1.475 -3.130 0.126
Br 3.984 3.784 -1.701
C 3.963 3.668 0.322
C 2.586 3.160 0.808
Br 1.269 4.672 0.539
H 4.151 4.688 0.659
H 4.853 3.161 0.694
H 2.516 3.088 1.893
H 2.240 2.292 0.247
Br -2.289 0.287 -4.535
C -1.627 2.145 -4.183
C -0.683 2.051 -2.991
Br 0.332 3.788 -2.823
H -2.450 2.819 -3.947
H -1.065 2.424 -5.075
H 0.040 1.240 -3.069
H -1.256 1.999 -2.065
```

Values from the calculation:
* SMILES: C[N+](=O)[O-].CNC(C)=O.CNC(C)=O.CNC(C)=O.BrCCBr.BrCCBr.BrCCBr.BrCCBr
* Kohn-Sham gap: 8.97 eV
* max |F|: 5.929 eV/A
* HOMO: -9.120 eV
* spin multiplicity: 1

=====

Below is a 2-piece molecular cluster, C4H8S2 overall, with properties calculated with the ωB97M-V functional and the def2-TZVPD basis.

Geometry as XYZ:
```
14
C4H8S2 | the Open Molecules 2025 dataset | the ωB97M-V functional and the def2-TZVPD basis
C -0.745 -1.496 0.314
C 0.167 -0.774 -0.453
C -0.075 -0.108 0.878
C -0.772 1.111 0.949
S 1.155 -0.412 2.073
S 0.483 2.401 -2.332
H -1.872 -1.463 0.134
H -0.277 -2.391 0.728
H 1.165 -1.204 -0.572
H 0.025 -0.083 -1.244
H -0.590 1.910 1.631
H -1.327 1.479 0.024
H 2.126 -0.345 1.134
H 0.538 1.375 -3.263
```

Values from the calculation:
* Kohn-Sham gap (alpha / beta): 8.99 / 4.93 eV
* max |F|: 3.760 eV/A
* HOMO (alpha / beta): -9.046 / -7.460 eV
* spin multiplicity: 1

=====

Below is a 8-piece molecular cluster, C36H52NO20P overall, with properties calculated with the ωB97M-V functional and the def2-TZVPD basis.

Geometry as XYZ:
```
110
C36H52NO20P | the Open Molecules 2025 dataset | the ωB97M-V functional and the def2-TZVPD basis
O -6.658 1.384 3.599
C -6.227 0.578 4.341
O -6.411 -0.749 4.185
C -5.782 -1.286 3.024
C -4.481 -1.980 3.360
O -3.718 -1.103 4.206
P -2.137 -1.343 4.291
O -1.788 -2.209 5.415
O -1.524 0.112 4.430
O -1.622 -1.926 2.918
C -1.364 -0.997 1.854
C -2.304 -0.038 1.518
C -1.992 0.810 0.465
C -0.770 0.626 -0.167
N 0.144 -0.278 0.175
C -0.155 -1.093 1.192
H -5.632 0.838 5.218
H -5.551 -0.489 2.321
H -6.444 -1.993 2.538
H -3.983 -2.175 2.414
H -4.650 -2.925 3.865
H -2.148 0.695 4.878
H -3.236 0.056 2.046
H -2.684 1.567 0.140
H -0.537 1.264 -1.004
H 0.552 -1.849 1.490
O 0.783 -3.471 2.982
C 0.884 -4.231 3.902
C 0.909 -3.896 5.377
C 1.443 -5.187 5.999
C 0.957 -6.235 5.005
O 0.955 -5.571 3.728
H -0.110 -3.666 5.692
H 1.549 -3.039 5.563
H 1.098 -5.369 7.015
H 2.534 -5.170 6.013
H -0.060 -6.569 5.220
H 1.608 -7.103 4.948
O 1.115 -1.644 -3.388
C 2.013 -2.082 -2.732
C 1.951 -3.230 -1.743
C 3.251 -3.058 -0.959
C 4.158 -2.404 -1.996
O 3.282 -1.612 -2.820
H 1.929 -4.170 -2.296
H 1.073 -3.146 -1.110
H 3.657 -3.984 -0.559
H 3.087 -2.374 -0.126
H 4.659 -3.138 -2.631
H 4.906 -1.752 -1.552
O -1.609 4.678 0.255
C -0.461 4.695 -0.078
C 0.542 5.829 0.072
C 1.668 5.398 -0.867
C 1.550 3.886 -0.834
O 0.148 3.621 -0.638
H 0.867 5.862 1.113
H 0.093 6.778 -0.206
H 2.653 5.750 -0.577
H 1.462 5.763 -1.875
H 2.103 3.446 -0.003
H 1.872 3.416 -1.760
O 4.854 4.734 -0.691
C 5.078 4.075 0.282
C 6.303 3.232 0.547
C 5.856 2.347 1.710
C 4.831 3.238 2.402
O 4.239 4.021 1.345
H 7.127 3.890 0.825
H 6.567 2.660 -0.338
H 6.663 2.028 2.366
H 5.364 1.453 1.324
H 5.289 3.922 3.119
H 4.046 2.677 2.903
O 7.792 3.471 -3.031
C 6.960 2.755 -3.504
C 5.659 3.188 -4.155
C 4.862 1.883 -4.190
C 5.965 0.840 -4.274
O 7.078 1.406 -3.553
H 5.873 3.564 -5.156
H 5.165 3.953 -3.562
H 4.146 1.818 -5.006
H 4.314 1.762 -3.254
H 6.285 0.646 -5.300
H 5.684 -0.102 -3.809
O -5.569 2.305 -0.293
C -6.705 2.657 -0.166
C -7.705 2.192 0.873
C -9.036 2.662 0.285
C -8.607 3.886 -0.515
O -7.272 3.595 -0.964
H -7.479 2.679 1.817
H -7.655 1.115 0.993
H -9.800 2.881 1.028
H -9.432 1.900 -0.389
H -8.575 4.790 0.097
H -9.235 4.070 -1.382
O -1.301 -6.621 -7.003
C -1.352 -5.575 -6.428
C -1.460 -4.185 -7.035
C -1.079 -3.286 -5.861
C -1.517 -4.114 -4.667
O -1.342 -5.485 -5.074
H -2.490 -4.028 -7.358
H -0.789 -4.086 -7.883
H -1.537 -2.300 -5.887
H 0.003 -3.151 -5.837
H -2.569 -3.960 -4.416
H -0.913 -3.921 -3.784
```

Values from the calculation:
* SMILES: O=COCCO[P@](=O)(O)Oc1cccnc1.O=C1CCCO1.O=C1CCCO1.O=C1CCCO1.O=C1CCCO1.O=C1CCCO1.O=C1CCCO1.O=C1CCCO1
* Kohn-Sham gap: 9.66 eV
* max |F|: 1.837 eV/A
* HOMO: -9.385 eV
* spin multiplicity: 1

=====

Below is a 6-piece molecular cluster, C4H20N2O7 overall, with properties calculated with the ωB97M-V functional and the def2-TZVPD basis.

Geometry as XYZ:
```
33
C4H20N2O7 | the Open Molecules 2025 dataset | the ωB97M-V functional and the def2-TZVPD basis
N 2.201 2.051 -2.045
C 1.338 1.167 -1.516
O 0.133 1.416 -1.528
C 1.837 -0.146 -0.965
C 1.593 -0.367 0.553
N 0.150 -0.461 0.766
C 2.232 -1.701 0.889
O 3.625 -1.530 1.275
H 1.749 2.874 -2.402
H 3.198 2.059 -2.010
H 1.203 -0.889 -1.464
H 2.894 -0.344 -1.184
H 2.026 0.476 1.092
H -0.053 -0.328 1.752
H -0.424 0.212 0.243
H 1.735 -2.307 1.667
H 2.248 -2.320 -0.005
H 3.648 -1.430 2.240
O -3.186 1.845 1.068
H -3.112 2.385 1.886
H -3.065 2.464 0.330
O -1.736 0.037 -3.127
H -1.915 -0.599 -2.435
H -1.283 0.705 -2.610
O -0.998 -3.253 3.137
H -1.531 -3.352 2.322
H -0.257 -2.767 2.772
O -2.320 3.242 -1.244
H -1.633 2.656 -1.596
H -1.897 3.921 -0.696
O -2.430 -1.966 0.969
H -3.068 -2.636 0.754
H -2.904 -1.112 1.116
```

Values from the calculation:
* SMILES: NC(=O)C[C@@H](N)CO.O.O.O.O.O
* Kohn-Sham gap: 9.76 eV
* max |F|: 1.717 eV/A
* HOMO: -9.413 eV
* spin multiplicity: 1

=====

Below is a 2-piece molecular cluster, C21H22F4NO overall, with properties calculated with the ωB97M-V functional and the def2-TZVPD basis.

Geometry as XYZ:
```
49
C21H22F4NO | the Open Molecules 2025 dataset | the ωB97M-V functional and the def2-TZVPD basis
C 2.690 0.340 1.939
C 2.787 0.884 0.526
C 3.476 2.267 0.597
C 3.660 -0.063 -0.323
C 1.376 0.964 -0.147
C 0.215 0.518 0.440
N 1.481 1.594 -1.379
C 0.453 2.040 -2.194
C 0.950 2.679 -3.469
O -0.730 1.945 -1.911
H 2.246 -0.658 1.944
H 3.692 0.259 2.377
H 2.104 1.010 2.572
H 3.671 2.707 -0.391
H 2.885 2.975 1.193
H 4.456 2.146 1.082
H 3.870 0.358 -1.321
H 4.626 -0.216 0.184
H 3.156 -1.037 -0.438
H -0.723 0.778 -0.060
H 0.268 0.373 1.534
H 2.418 1.831 -1.710
H 1.861 2.219 -3.878
H 0.158 2.590 -4.215
H 1.140 3.755 -3.328
F -5.656 0.902 0.957
C -4.590 0.387 1.657
C -4.645 0.414 3.046
C -3.561 -0.173 3.693
F -3.547 -0.147 5.068
C -2.475 -0.732 3.029
C -2.391 -0.645 1.608
C -1.166 -1.110 0.930
C -1.155 -1.905 -0.278
C -0.014 -2.735 -0.469
C 0.247 -3.241 -1.725
F 1.416 -3.934 -1.919
C -0.592 -3.044 -2.820
C -1.787 -2.381 -2.550
F -2.656 -2.158 -3.592
C -2.142 -1.891 -1.297
C -3.503 -0.096 0.923
H -5.475 0.862 3.584
H -1.694 -1.244 3.597
H -0.436 -1.485 1.664
H 0.654 -2.951 0.371
H -0.350 -3.405 -3.812
H -3.151 -1.516 -1.125
H -3.518 -0.027 -0.165
```

Values from the calculation:
* Kohn-Sham gap: 6.45 eV
* max |F|: 2.958 eV/A
* charge: +1
* HOMO: -12.336 eV
* spin multiplicity: 1

=====

Below is a 3-piece molecular cluster, C4H13O4 overall, with properties calculated with the ωB97M-V functional and the def2-TZVPD basis.

Geometry as XYZ:
```
21
C4H13O4 | the Open Molecules 2025 dataset | the ωB97M-V functional and the def2-TZVPD basis
C 1.112 -0.987 0.948
C 0.396 -1.848 -0.139
C -0.305 -1.111 -1.302
O 0.589 -0.405 -2.134
C 0.316 -0.400 2.172
O 0.265 1.052 2.092
H 1.766 -0.200 0.417
H 1.802 -1.742 1.485
H 1.108 -2.557 -0.532
H -0.480 -2.464 0.380
H -1.023 -0.477 -0.967
H -0.821 -1.793 -2.017
H -0.751 -0.776 2.235
H 0.835 -0.643 3.112
H 0.205 1.372 1.165
H 0.426 0.561 -1.774
H 0.857 2.351 -1.033
O 0.078 1.783 -0.944
H -1.314 2.682 -1.095
H -2.844 2.453 -1.049
O -2.216 3.149 -1.019
```

Values from the calculation:
* Kohn-Sham gap: 8.76 eV
* max |F|: 3.831 eV/A
* charge: -1
* HOMO: -4.917 eV
* spin multiplicity: 1

=====

Below is a 3-piece molecular cluster, C20H25BrFN6O4 overall, with properties calculated with the ωB97M-V functional and the def2-TZVPD basis.

Geometry as XYZ:
```
57
C20H25BrFN6O4 | the Open Molecules 2025 dataset | the ωB97M-V functional and the def2-TZVPD basis
F 6.161 -3.940 1.712
C 7.398 -3.093 1.541
C 7.246 -2.265 0.132
C 7.011 -0.648 0.303
C 5.878 -0.406 1.463
N 4.468 -0.580 0.943
C 3.706 -0.327 2.251
N 2.340 -0.443 2.168
C 1.527 -0.246 3.444
C 1.643 -1.688 4.269
C 1.444 -3.008 3.291
Br -0.346 -2.880 2.346
N 4.637 0.006 3.399
N 5.970 -0.052 2.930
H 7.508 -2.425 2.497
H 8.338 -3.809 1.511
H 8.154 -2.542 -0.554
H 6.282 -2.712 -0.412
H 8.025 -0.083 0.471
H 6.555 -0.204 -0.707
H 1.819 -0.684 1.284
H 0.413 0.022 3.166
H 1.959 0.656 4.076
H 2.706 -1.811 4.771
H 0.838 -1.695 5.138
H 1.540 -4.021 3.915
H 2.274 -3.085 2.448
H 4.309 0.240 4.383
H 6.859 0.120 3.456
C -2.051 2.992 -1.610
C -3.032 2.033 -1.352
C -3.030 1.338 -0.141
C -2.039 1.615 0.811
C -1.049 2.572 0.552
C -1.059 3.259 -0.664
N -2.047 0.906 2.096
O -2.929 0.054 2.280
O -1.175 1.203 2.925
H -2.059 3.535 -2.553
H -3.800 1.829 -2.095
H -3.802 0.594 0.045
H -0.271 2.794 1.280
H -0.296 4.005 -0.873
C -8.670 0.372 -5.483
C -8.408 1.729 -5.290
C -7.191 2.136 -4.741
C -6.237 1.171 -4.390
C -6.500 -0.193 -4.575
C -7.722 -0.588 -5.123
N -4.945 1.593 -3.835
O -4.757 2.808 -3.669
O -4.115 0.712 -3.569
H -9.618 0.060 -5.917
H -9.152 2.471 -5.572
H -7.002 3.198 -4.597
H -5.771 -0.953 -4.303
H -7.935 -1.644 -5.274
```

Values from the calculation:
* Kohn-Sham gap: 8.29 eV
* max |F|: 9.021 eV/A
* charge: +1
* HOMO: -11.545 eV
* spin multiplicity: 1

=====

Number 1: DFT total energy -102903.4851 eV. Number 2: DFT total energy -595849.7950 eV. Number 3: DFT total energy -25943.2667 eV. Number 4: DFT total energy -89908.4839 eV. Number 5: DFT total energy -21785.5748 eV. Number 6: DFT total energy -36532.7162 eV. Number 7: DFT total energy -12549.2246 eV. Number 8: DFT total energy -111018.1585 eV.